(1)
Entry from the Open Molecules 2025 dataset: a molecular structure, C19H27CaCl2N6O9 (the ωB97M-V functional and the def2-TZVPD basis).

```
64
Properties=species:S:1:pos:R:3:forces:R:3:mulliken_charge:R:1
H -0.339112 0.323284 2.671778 0.02 0.01 0.11 0.258
O 2.107977 -4.789309 1.915032 -0.14 0.08 -0.04 -0.651
C -0.227892 2.344817 2.570235 -0.04 0.11 0.09 -1.164
H 1.764283 -0.363819 2.658069 0.01 0.00 -0.01 0.340
N 1.976067 0.053162 -0.307278 -0.14 -0.13 0.12 1.239
Cl -5.428676 2.446925 -1.026700 -0.04 0.01 -0.04 -0.189
N 1.650701 -3.856266 1.265912 0.50 -0.10 0.14 0.812
Cl -4.644025 3.172178 1.683639 -0.05 0.11 0.13 -0.214
N 0.106730 0.941230 -2.301813 -0.17 0.06 0.00 0.065
H 0.176989 2.698135 3.531060 -0.06 -0.01 0.02 0.446
C 0.629078 3.831086 -0.839539 0.12 -0.06 0.02 -1.138
H 3.605046 1.543644 2.279160 -0.01 -0.01 0.00 0.406
H 1.355831 4.490630 -0.355309 -0.02 0.00 0.02 0.503
H -5.080452 1.038837 0.812451 0.02 -0.04 -0.02 0.289
C 0.466163 2.232267 -2.876674 0.07 0.03 -0.03 -1.039
H 3.813971 1.011376 -0.095061 -0.01 -0.02 -0.02 0.545
H 2.850216 -1.054331 -1.915217 0.00 0.02 0.00 0.399
H -0.822107 2.649302 -0.147681 -0.23 0.38 0.10 -0.273
C 0.333071 -3.997558 0.700100 -0.37 0.08 -0.16 -0.510
H 3.652987 -0.436774 0.891643 0.00 -0.01 0.00 0.232
H 0.523413 -6.131113 0.675870 0.02 -0.04 0.00 0.602
H 1.600091 -0.810725 0.081336 0.14 -0.25 -0.04 -0.138
O -1.063843 -7.739281 -0.146161 -0.03 0.09 0.04 -0.662
C 0.075624 3.425060 1.516627 0.07 0.05 0.04 -1.107
N 0.272374 1.011957 2.248925 -0.04 -0.12 -0.04 0.094
H -0.460408 2.764372 -3.107078 0.00 0.00 0.02 0.357
H 2.334732 2.275041 1.306624 0.02 0.00 0.00 -0.075
H -0.669196 4.225449 1.641569 0.04 0.02 0.03 0.431
O -3.775492 -1.921999 -0.545963 0.06 -0.05 -0.03 -0.723
C -1.331716 -5.459700 -0.157696 0.05 0.25 0.07 -0.582
N -1.782340 -6.796248 -0.453497 -0.04 -0.34 -0.18 1.013
H 0.994685 2.080236 -3.830575 -0.04 -0.01 -0.01 0.363
C -2.137336 -4.356728 -0.496215 0.05 -0.10 0.04 -0.369
O -0.153777 -1.682323 0.857893 0.15 0.00 0.07 -0.744
C 2.279824 -0.134550 -1.716178 0.09 -0.02 -0.08 -1.154
H 1.781858 3.894092 -2.629046 0.00 -0.01 0.00 0.435
O -1.880026 -0.985767 -1.297821 -0.04 -0.15 -0.17 -0.700
C 2.703162 1.327227 1.697658 0.02 -0.01 0.02 -0.078
C -1.719601 -3.085023 -0.233870 -0.03 0.19 -0.01 0.755
O -2.526884 2.010084 -0.852976 0.23 0.21 0.02 -0.623
H 2.161886 2.539375 -1.573054 0.00 0.02 0.01 -0.143
H -0.167356 4.477657 -1.235298 0.01 0.01 0.00 0.333
N 0.116227 2.900600 0.162088 -0.22 -0.04 -0.15 0.679
O 2.292966 -2.836533 1.046175 -0.15 0.00 -0.02 -0.548
H -0.836563 0.677607 -2.565998 -0.02 -0.02 -0.18 0.315
H -1.308189 2.259046 2.678834 0.00 -0.03 -0.03 0.415
O -2.548810 0.915167 1.080253 -0.31 0.19 0.50 -0.742
C -2.561323 -1.897023 -0.711665 -0.06 -0.28 -0.03 -0.214
O -2.858959 -6.935223 -1.014131 0.03 0.06 0.07 -0.650
C -0.100216 -5.286613 0.432852 -0.05 0.13 -0.01 -0.416
H 2.910820 0.697489 -2.039969 0.01 -0.03 0.00 0.515
C 1.339391 3.123016 -1.988409 -0.01 0.03 -0.02 -0.168
H 1.310016 -0.204674 -3.624961 -0.01 -0.05 0.01 0.496
Ca -0.640772 0.338187 -0.014933 0.64 0.35 -0.08 1.942
C 3.111390 0.444204 0.523752 0.00 0.08 -0.02 -1.205
H 0.450117 -1.084210 -2.352985 0.02 -0.01 -0.01 0.227
H 1.050978 3.876563 1.721348 -0.01 -0.01 -0.02 0.545
C -0.476523 -2.836975 0.449719 0.05 -0.36 0.06 0.564
C -4.577821 1.914052 0.419430 0.21 -0.08 -0.06 0.119
C 1.011333 -0.169686 -2.565781 0.03 -0.10 -0.09 -0.992
H -3.097202 -4.513711 -0.967069 -0.01 0.00 -0.01 0.570
C -3.085219 1.595972 0.175299 -0.38 -0.13 -0.19 0.530
H 1.839030 1.093287 3.655757 -0.01 -0.02 -0.01 0.454
C 1.652808 0.723573 2.635541 0.05 0.03 0.05 -1.075
```
Positions in Å, forces in eV/Å.

The electronic energy comes out at -3344.04880 a.u. As for the spin multiplicity: 1. Its HOMO-LUMO gap is 7.95 eV. The value obtained for the HOMO energy is -5.64 eV. The charge is -1. The calculation puts the largest force on an atom at 0.7 eV/A. The value obtained for the energy above the lowest of the compared OMol25 structures with the same formula, charge and spin is 7.2 kcal per mole.



(2)
Entry from the Open Molecules 2025 dataset: a molecular structure, C69H49CaN4P (the ωB97M-V functional and the def2-TZVPD basis).

```
124
Properties=species:S:1:pos:R:3:forces:R:3:mulliken_charge:R:1
N 0.031121 1.330549 2.516211 0.09 0.00 -0.35 -0.101
H -4.085769 3.215710 -4.096434 -0.03 -0.07 0.00 0.436
C 3.678982 -0.033387 3.637458 0.00 -0.03 0.10 -0.205
C 7.350596 -1.119822 1.749082 -0.15 0.01 -0.04 -0.825
C -1.966419 -2.632179 2.411313 0.04 -0.12 -0.05 -0.279
C 5.249708 3.540231 -4.802364 -0.16 -0.07 0.12 -0.783
C -1.355983 -1.751245 3.306418 -0.18 0.03 0.04 -0.105
H 4.350831 0.814938 3.547307 -0.03 -0.04 0.02 0.407
C 0.074917 -1.565070 -0.762637 -0.12 -1.47 0.02 0.449
H -1.507811 2.503572 4.513521 -0.01 -0.01 0.02 0.352
C 5.442880 -0.408110 0.421505 -0.13 0.13 0.11 -0.269
H 0.852872 -5.447571 -1.045132 -0.02 -0.03 -0.03 0.349
H -4.674199 -4.493355 -2.814057 0.00 0.04 0.04 0.397
C -5.853728 -3.933845 0.309964 0.11 0.03 -0.04 -0.630
C -1.928529 -4.329284 4.143927 0.01 0.10 -0.06 -0.730
H 7.733539 -1.623334 2.630538 -0.02 0.01 -0.03 0.397
N -2.224774 1.501779 -0.286030 -1.03 0.28 -0.20 0.585
C -0.495848 -3.944991 -0.309608 0.09 0.09 -0.03 -0.157
C -2.249688 -3.928329 2.851164 -0.01 0.01 0.09 -0.199
H 5.298222 -1.513454 2.249376 0.06 0.04 -0.05 0.518
H 1.619533 4.714678 -4.259883 0.09 -0.01 -0.03 0.468
H 3.465549 -1.127780 0.764813 -0.07 -0.05 -0.08 0.627
H -1.063401 -3.753922 6.030349 -0.02 0.01 -0.02 0.331
C -2.992088 1.451234 3.380499 0.03 -0.14 -0.14 0.544
C 3.477164 5.074188 -5.279400 -0.06 -0.13 0.11 -0.761
H 1.282638 -3.037482 3.943648 0.15 0.12 -0.03 0.495
H -4.800130 -2.884799 1.857524 0.01 -0.04 -0.06 0.436
C 3.895297 2.760733 -0.907703 -0.12 0.01 -0.15 -1.205
C -3.004174 1.621876 0.821385 -0.04 0.02 0.00 -0.321
C -3.046754 1.375580 -1.372407 -0.14 0.14 -0.06 -0.457
C 4.114380 2.196843 0.279167 -0.05 -0.16 -0.03 -1.347
H -5.246225 1.651515 1.089889 0.05 -0.03 -0.01 0.705
H -2.735689 -4.633235 2.186392 0.02 0.00 -0.04 0.334
C -3.026156 1.711152 5.806015 -0.03 -0.04 -0.13 -0.804
H 6.266572 3.193469 -4.954282 -0.02 0.00 0.03 0.377
C -5.718716 0.647033 -5.607982 0.08 0.03 0.08 -0.324
H -4.560588 0.192651 2.619083 0.00 0.06 0.05 0.186
H -1.664349 1.888568 -5.411112 0.05 -0.04 0.03 0.450
C -3.615425 -3.014709 0.065677 0.01 -0.04 0.09 0.096
C 2.181484 2.483481 -2.801821 0.10 0.06 -0.03 1.031
C 1.962799 -2.193694 3.867583 0.13 -0.02 -0.10 -0.855
C -4.763391 -3.248068 0.833915 0.01 0.00 -0.04 -0.495
H -5.659881 -0.144773 4.791860 -0.02 -0.02 -0.03 0.363
C -1.030512 -2.148961 4.600524 -0.24 0.06 -0.03 -1.125
C 8.226971 -0.547273 0.838423 -0.07 0.03 -0.05 -0.419
C -4.705281 -4.145560 -1.786328 0.01 0.03 0.08 -0.588
C 2.581210 -0.114210 2.777805 0.00 0.15 -0.06 -0.943
C 1.195623 -2.092493 -1.457939 -0.10 0.12 -0.02 -0.479
C -4.027397 -0.160453 -4.092568 -0.04 0.03 -0.02 0.217
C 3.164441 1.027460 0.448923 -0.11 -0.18 0.07 3.893
H -5.301837 -1.434061 -5.259865 0.01 0.03 0.02 0.379
C 4.400896 2.833734 -3.952855 0.05 0.06 -0.08 -0.359
C -3.613135 -3.465712 -1.256522 0.01 -0.05 -0.02 -0.749
C -0.761549 -2.568636 -0.207393 0.14 0.00 -0.09 -0.117
H -4.692916 0.829316 6.860051 0.03 -0.03 0.00 0.374
C -4.414690 1.380383 -0.923304 0.12 -0.07 -0.04 -1.147
C 4.793999 4.666665 -5.476159 -0.05 -0.03 0.06 -0.375
C -2.612678 1.388397 -2.723371 0.16 0.08 0.08 1.348
H 1.874469 -1.390467 -1.946836 -0.04 -0.08 0.09 0.188
C 2.336832 0.947905 1.759738 0.11 0.00 -0.16 -1.474
H 0.859006 -1.282717 2.264218 0.19 -0.03 0.01 0.584
P -2.241122 -1.958473 0.703495 0.06 0.00 0.08 2.129
H -2.562419 2.103289 6.703831 0.02 0.03 0.00 0.381
C 3.072178 3.232513 -3.725770 -0.13 -0.10 0.17 -0.039
H 3.754142 -0.557691 -0.861553 0.03 -0.04 -0.12 0.465
C -1.317050 -3.438292 5.023776 -0.09 -0.04 -0.09 -0.600
C -3.678250 1.146696 -3.750781 0.04 -0.06 0.10 -0.809
H 3.257544 -2.876028 5.447965 -0.02 0.04 -0.01 0.371
C 6.340981 0.142741 -0.495855 0.01 0.04 -0.03 -0.081
C -5.372553 1.953124 -5.279738 0.07 -0.08 0.06 -0.761
C -5.829241 -4.387671 -1.005680 0.07 0.08 0.06 -0.492
H -6.515985 0.455110 -6.317277 0.03 0.00 0.00 0.352
C 1.720218 -1.207341 2.918774 0.15 -0.06 -0.03 0.863
C -4.214610 0.987692 5.900630 0.09 0.04 -0.13 -0.480
H 8.384216 0.519084 -1.021132 0.00 0.01 -0.01 0.393
C -4.358968 2.197950 -4.356716 -0.08 0.05 -0.10 0.264
H 4.757337 1.933885 -3.461656 0.00 0.05 -0.02 0.447
H 2.358464 -3.779949 -2.113248 0.01 0.00 -0.01 0.359
C -2.429329 1.937589 4.575850 -0.04 0.01 0.09 -0.464
C 1.188000 1.719952 1.840042 -0.06 0.20 0.23 -0.631
C -5.040030 -0.411165 -5.012404 0.06 0.09 0.05 -0.755
C 3.066208 -2.102242 4.711457 -0.02 0.05 -0.09 -0.666
C 2.714907 2.088996 -1.541493 0.04 0.01 0.13 -0.835
H -5.896956 2.783750 -5.738140 0.01 0.00 0.01 0.350
H -0.553254 -1.439597 5.269462 -0.03 -0.06 -0.08 0.442
C 1.477987 -3.446834 -1.571728 -0.14 0.04 0.09 -0.749
H -1.022673 3.901523 0.672102 -0.06 -0.07 -0.14 0.451
N 2.226646 1.186615 -0.701187 0.87 0.27 -0.35 0.246
H 3.105866 5.956161 -5.789244 -0.03 0.00 0.00 0.351
C -4.155800 0.670457 3.504116 -0.05 -0.07 0.02 0.491
C 0.341356 2.271205 -4.600472 0.00 -0.04 0.11 -1.441
C -2.368825 1.759006 2.097544 0.11 0.08 0.12 0.427
H -2.736973 -3.286561 -1.872045 -0.05 -0.02 0.04 0.370
H -3.495927 -0.978746 -3.618038 -0.05 0.03 -0.02 0.511
N -0.177469 1.806230 -2.425743 0.10 0.58 -1.08 -0.316
H -6.726292 -4.113740 0.930312 0.05 0.04 -0.03 0.390
C -0.441613 3.104553 1.106793 0.20 -0.09 0.32 -1.168
C 0.834704 2.185997 -3.237774 -0.13 -0.02 0.10 -0.162
H -1.167770 -4.674028 0.136268 0.00 0.03 0.03 0.284
C -4.761703 0.459367 4.736607 0.11 0.05 -0.07 -0.972
H 5.949477 0.632461 -1.381199 0.02 -0.01 0.05 0.456
H 4.416679 3.609835 -1.332589 -0.02 -0.08 0.02 0.492
H 0.927688 2.535916 -5.467474 -0.01 0.00 0.02 0.550
H 4.772766 -0.916685 5.264831 0.00 -0.01 -0.06 0.377
H 9.297855 -0.595799 1.001224 -0.02 0.00 -0.01 0.353
C -1.320176 1.656302 -3.203750 -0.05 -0.05 0.07 -0.078
H 1.638168 3.520553 0.542654 0.03 -0.04 -0.15 0.530
C -4.391586 1.542554 0.438320 0.13 0.06 -0.02 -1.567
C 0.630137 -4.388443 -0.983707 -0.04 0.16 0.05 -0.912
C 3.921368 -1.012845 4.598103 -0.09 0.10 -0.06 -0.919
H -2.152022 -5.342272 4.463667 0.00 0.04 -0.01 0.414
H -6.682107 -4.912947 -1.420468 0.02 -0.01 0.02 0.351
H -1.112272 -0.741529 2.984741 -0.07 0.01 0.07 0.590
C 5.974901 -1.054084 1.536779 0.06 -0.07 0.02 -0.061
C -0.966941 2.083563 2.003086 -0.05 0.04 -0.13 -0.044
Ca -0.058854 0.801193 -0.441305 0.26 -0.22 1.19 3.356
H 5.450307 5.217360 -6.141808 -0.03 -0.03 0.02 0.359
H -5.289925 1.287181 -1.553748 0.07 0.03 0.04 0.474
C 2.637917 4.374171 -4.420266 0.02 0.07 -0.07 -0.341
H 4.876999 2.462115 1.004603 -0.08 -0.03 -0.10 0.441
C -0.979937 1.924140 -4.574981 0.08 0.01 0.09 -1.610
C 0.902199 2.903314 1.028193 -0.19 -0.02 0.40 -0.884
C 3.945628 -0.341574 0.185229 0.04 0.22 0.14 -1.154
C 7.712933 0.079786 -0.292720 -0.04 -0.05 0.07 -0.781
```
Positions in Å, forces in eV/Å.

The electronic energy comes out at -3896.83623 a.u. As for the spin multiplicity: 1. Its HOMO-LUMO gap (alpha / beta) is 4.78 / 4.67 eV. The value obtained for the HOMO energy (alpha / beta) is -0.64 / -0.52 eV. The charge is -2. The calculation puts the largest force on an atom at 1.5 eV/A. The value obtained for the energy above the lowest of the compared OMol25 structures with the same formula, charge and spin is 7.6 kcal per mole.